1.
A cluster of 2 separate species, C4H6N2O in total. Source: OMol25; level of theory: the ωB97M-V functional and the def2-TZVPD basis.

The value obtained for the energy is -9271.4700 eV. As for the SMILES: [H]/N=C1\C=CNC1=O.[H][H]. As for the spin multiplicity: 1. Its molecular weight is 98.10 g/mol. The energy relative to the best compared isomer or geometry (same formula, charge and spin) is 196.0 kJ/mol.

Geometry as XYZ:
```
13
Properties=species:S:1:pos:R:3:forces:R:3
H -1.733592 1.943025 1.601841 -0.02 -0.09 0.00
N -1.716232 0.953958 1.340003 0.41 0.07 -0.13
C -0.589609 0.656292 0.834719 -0.29 0.07 0.12
C 0.636030 1.418313 0.559530 0.11 -0.04 -0.05
C 1.504003 0.574333 -0.024121 -0.07 0.13 0.06
N 0.976765 -0.707530 -0.169931 -0.04 -0.11 0.00
C -0.310728 -0.769365 0.342789 -0.22 -0.42 -0.02
O -1.026907 -1.740079 0.372849 0.39 0.47 0.02
H 0.807583 2.462008 0.784684 -0.03 -0.16 -0.04
H 2.510968 0.775992 -0.369680 -0.16 -0.02 0.05
H 1.445108 -1.496888 -0.584099 -0.06 0.11 0.06
H -1.233541 -1.928375 -2.700503 0.01 -0.03 0.01
H -1.269853 -2.141687 -1.988081 -0.01 0.02 -0.08
```
Forces are in eV/Å.

Atomic partial charges in e from the Löwdin method, atoms 1 to 4:
1 H 0.064
2 N 0.185
3 C -0.295
4 C -0.037

---

2.
A cluster of 5 separate species, C36H44B2Cl8F3N2O8PS in total at a distorted geometry. Source: OMol25; level of theory: the ωB97M-V functional and the def2-TZVPD basis.

The value obtained for the energy is -187220.4324 eV. As for the SMILES: CCOCc1c(B(O)N(C)C)cc(COC(F)(F)F)c2c1C(=O)c1c(c(Cc3ccccc3)c([PH2]=S)c(CB(O)O)c1N(C)C(C)=O)C2=O.ClCCl.ClCCl.ClCCl.ClCCl. As for the spin multiplicity: 1. Its molecular weight is 1058.04 g/mol.

Geometry as XYZ:
```
105
Properties=species:S:1:pos:R:3:forces:R:3
C 3.554837 -1.469017 -3.567485 -0.53 0.08 -0.28
C 2.587263 -0.714899 -4.487298 0.28 -0.61 -0.38
O 1.238413 -1.109176 -4.260637 0.03 0.45 0.09
C 0.474978 -0.186898 -3.507443 -0.28 -0.38 0.09
C 1.107604 0.292709 -2.216101 0.14 0.07 -0.02
C 1.638444 1.579507 -2.141242 -0.20 0.35 -0.32
B 1.660079 2.609597 -3.341244 0.16 -0.36 -0.50
O 2.925947 3.091283 -3.703864 -0.37 -0.68 -0.17
N 0.482694 3.045684 -4.031496 0.50 1.16 1.33
C -0.716023 3.091545 -3.149461 -0.08 -0.29 -1.08
C 0.655341 4.347559 -4.695117 -0.13 -0.06 -0.55
C 2.200703 2.033819 -0.954606 0.15 0.16 0.18
C 2.254037 1.263965 0.186208 0.15 -0.10 0.04
C 2.853167 1.857057 1.428114 -0.10 -0.01 -0.10
O 1.832509 1.846686 2.450801 0.21 0.26 0.28
C 2.241443 2.209114 3.682873 -0.32 0.14 0.14
F 1.193235 2.718934 4.349070 0.55 -0.31 -0.26
F 3.217161 3.151530 3.656700 -0.31 -0.31 0.03
F 2.726301 1.167798 4.390247 -0.09 0.35 -0.20
C 1.731720 -0.026661 0.113026 -0.02 0.06 0.42
C 1.171344 -0.501369 -1.061284 -0.30 -0.38 0.06
C 0.636449 -1.908096 -1.023428 0.22 0.32 -0.10
O 0.674678 -2.602669 -2.006313 -0.19 -0.17 -0.02
C 0.063167 -2.373047 0.289858 0.18 0.16 -0.22
C 0.629335 -1.869669 1.464462 -0.12 0.07 -0.32
C 0.119852 -2.235290 2.700400 0.45 -0.24 0.90
C 0.668919 -1.652891 3.984389 -0.59 0.25 0.08
C -0.191547 -0.501475 4.489598 0.15 0.08 -0.06
C 0.003853 -0.033011 5.782927 0.32 -0.31 0.08
C -0.763106 0.983633 6.298683 -0.29 0.39 0.50
C -1.760023 1.574632 5.539573 -0.07 -0.09 -0.32
C -1.946311 1.131726 4.245072 -0.16 0.16 -0.06
C -1.168426 0.111565 3.726927 -0.10 0.00 -0.37
C -0.958197 -3.129740 2.766797 0.54 -0.11 -0.33
P -1.676804 -3.650443 4.353249 -0.82 0.32 0.28
S -3.208106 -2.632792 4.977050 0.13 -0.03 -0.05
C -1.514727 -3.640887 1.590181 -0.60 -0.30 0.00
C -2.709268 -4.564598 1.648696 0.27 -0.04 0.23
B -2.411748 -6.116778 1.540840 0.03 -0.32 -0.03
O -1.256487 -6.671143 1.032728 -0.15 0.10 0.79
O -3.395990 -6.989319 1.927310 -0.10 0.15 -0.63
C -0.988819 -3.272767 0.346541 -0.29 -0.01 0.28
N -1.607442 -3.833953 -0.819308 1.18 0.22 -0.42
C -2.154351 -2.846431 -1.780300 -1.05 -0.67 0.26
C -0.820870 -4.864156 -1.390000 -0.15 -0.07 -0.44
C -1.411031 -5.505376 -2.625502 -0.31 0.59 0.30
O 0.234669 -5.217493 -0.931591 -0.05 -0.16 0.47
C 1.780523 -0.931222 1.305271 0.09 0.05 0.00
O 2.724473 -0.894186 2.062154 -0.02 -0.08 -0.02
H 4.467682 -1.706977 -4.104352 0.17 0.11 0.11
H 3.778965 -0.896294 -2.669886 0.07 -0.16 0.15
H 3.066972 -2.409301 -3.318624 0.02 -0.03 0.22
H 2.810760 -1.005349 -5.515847 -0.10 0.04 -0.05
H 2.725146 0.367983 -4.438763 -0.09 0.07 0.14
H 0.205065 0.658974 -4.141956 0.17 0.17 0.08
H -0.461654 -0.690583 -3.257323 0.05 -0.15 -0.10
H 3.028038 2.949698 -4.654214 0.21 0.51 0.07
H -1.410827 3.800997 -3.593669 -0.09 -0.01 0.06
H -1.204579 2.118353 -3.173176 -0.02 -0.04 0.38
H -0.489302 3.424763 -2.139009 -0.06 -0.13 0.10
H 1.479267 4.337845 -5.404999 0.07 -0.12 0.01
H 0.842868 5.162641 -3.991229 -0.05 -0.02 0.10
H -0.236116 4.599101 -5.269457 -0.09 -0.04 0.04
H 2.610362 3.037207 -0.909960 0.00 0.05 -0.05
H 3.728248 1.306926 1.762359 0.01 -0.09 0.07
H 3.126261 2.889323 1.218421 0.05 0.04 0.06
H 1.696994 -1.331740 3.889419 0.09 0.01 -0.12
H 0.645910 -2.412733 4.762200 0.23 -0.05 -0.03
H 0.778759 -0.481805 6.393656 0.01 -0.03 0.05
H -0.613181 1.325777 7.314528 0.12 -0.06 0.04
H -2.393875 2.361548 5.922327 0.07 0.04 0.18
H -2.715283 1.570318 3.623585 -0.04 0.04 -0.01
H -1.370725 -0.193841 2.708189 0.09 -0.16 -0.02
H -0.628962 -3.722354 5.284108 0.09 -0.19 -0.23
H -2.009649 -5.001822 4.156471 0.45 -0.07 -0.05
H -3.285396 -4.391525 2.556456 -0.17 0.12 -0.04
H -3.388214 -4.339899 0.825058 0.01 -0.01 -0.09
H -0.474860 -6.178578 1.312163 0.11 0.11 -0.72
H -3.184622 -7.861791 1.567915 -0.03 -0.05 0.36
H -2.151390 -1.866627 -1.311934 0.20 0.12 -0.11
H -3.202769 -3.086406 -1.975530 -0.03 0.02 -0.01
H -1.642468 -2.849549 -2.736255 0.25 0.19 0.08
H -2.498759 -5.484854 -2.558266 -0.03 -0.18 -0.10
H -1.036594 -6.516197 -2.722344 0.07 -0.04 -0.04
H -1.131516 -4.903635 -3.490275 0.13 -0.13 -0.13
Cl -6.445277 -2.438402 6.417479 -0.09 0.01 0.04
C -6.413414 -0.774999 7.013084 -0.04 0.03 0.03
Cl -4.973748 0.092914 6.467561 -0.01 0.06 0.03
H -7.290819 -0.258538 6.642795 0.02 -0.01 -0.06
H -6.414701 -0.796093 8.096244 0.06 -0.04 0.00
Cl 0.681887 6.019914 -0.879872 0.03 -0.04 0.02
C 1.183759 7.432450 -1.816412 0.07 0.00 0.01
Cl -0.044822 7.910816 -2.996082 0.01 0.04 -0.02
H 1.349341 8.258073 -1.135128 -0.07 0.00 0.02
H 2.095980 7.188997 -2.348370 -0.04 -0.05 -0.04
Cl -5.419446 7.278808 -1.974747 0.01 0.03 0.01
C -3.663134 7.117381 -1.867262 0.04 0.07 0.03
Cl -3.114369 5.498546 -2.317522 0.00 0.03 0.03
H -3.206561 7.833148 -2.539876 -0.02 -0.03 -0.05
H -3.358343 7.309988 -0.845635 -0.03 -0.06 0.02
Cl 5.807145 0.791658 -4.044965 0.11 0.16 -0.14
C 6.267584 0.820298 -5.752806 0.16 0.12 0.05
Cl 5.646238 -0.559440 -6.664996 -0.04 -0.02 0.01
H 5.879237 1.728913 -6.196983 -0.06 -0.02 0.00
H 7.349042 0.803084 -5.812316 0.00 -0.04 0.02
```
Forces are in eV/Å.

Atomic partial charges in e from the Löwdin method, atoms 1 to 4:
1 C -0.093
2 C -0.255
3 O -0.127
4 C -0.148

---

3.
The ion ClO2S with charge -1 at a distorted geometry. Source: OMol25; level of theory: the ωB97M-V functional and the def2-TZVPD basis.

The value obtained for the energy is -27452.5070 eV. The charge is -1. As for the spin multiplicity: 1. Its molecular weight is 99.52 g/mol. The energy relative to the best compared isomer or geometry (same formula, charge and spin) is 246.0 kJ/mol.

Geometry as XYZ:
```
4
Properties=species:S:1:pos:R:3:forces:R:3
O -1.338477 1.260728 -0.145390 4.46 -4.68 1.71
O -0.486545 -1.364389 -0.194034 0.00 -0.34 -0.48
S -0.161877 -0.109374 0.441432 -4.68 4.76 -0.82
Cl 1.986898 0.213036 -0.102008 0.22 0.27 -0.41
```
Forces are in eV/Å.

How positive or negative is each atom? The Löwdin charges in e answer that:
1 O -0.730
2 O -0.621
3 S 0.483
4 Cl -0.132